Version w
ORCA calculation (wB97M-V/def2-TZVPD) on a gas-phase ion, C4H10N3 (charge +1).

2S+1: 1
net charge: +1

Each line ends with the natural charge from an NBO analysis.
Geometry (Å):
N: 2.62683 0.71412 -0.29469  -0.75
C: 1.57616 0.07032 0.09904  0.69
N: 1.64740 -1.22392 0.35164  -0.77
N: 0.32089 0.77202 0.28614  -0.59
C: -0.90445 0.02793 0.46718  -0.10
C: -2.15200 0.69543 0.00684  -0.41
C: -1.87970 -0.58649 -0.62789  -0.41
H: 3.55390 0.36405 -0.56038  0.45
H: 2.44246 1.73466 -0.49982  0.43
H: 2.41144 -1.89331 0.23920  0.45
H: 0.84456 -1.51820 1.00250  0.43
H: 0.29403 1.76482 0.32239  0.43
H: -0.82685 -0.66122 1.35696  0.20
H: -1.94977 1.61459 -0.68770  0.22
H: -3.01748 0.94417 0.59196  0.24
H: -2.46403 -1.33631 -0.07354  0.23
H: -1.77908 -0.71462 -1.78193  0.26

Version x
ORCA calculation (wB97M-V/def2-TZVPD) on a gas-phase ion, C4H10N3 (charge +1).

2S+1: 1
net charge: +1

Each line ends with the natural charge from an NBO analysis.
Geometry (Å):
H: -1.25883 2.04926 -0.64404  0.33
N: -0.47330 1.73361 -0.11977  -0.21
N: -0.22438 0.07923 -0.01141  0.06
N: -1.26021 -0.78446 0.12079  -0.31
C: -2.54055 -0.15251 0.13282  -0.45
C: 1.14199 -0.14770 0.10737  0.14
C: 1.61578 -1.40119 -0.13600  -0.26
C: 2.15668 0.92415 0.19717  -0.61
H: -0.97474 -1.64818 -0.29256  0.42
H: -3.22238 -1.04603 0.17147  0.25
H: -2.71241 0.47256 0.93617  0.24
H: -2.86499 0.24137 -0.83858  0.22
H: 1.00223 -2.38250 -0.16154  0.21
H: 2.62356 -1.43452 -0.30361  0.22
H: 1.86280 1.64934 -0.43853  0.24
H: 3.08754 0.55657 0.13310  0.24
H: 2.04122 1.29101 1.14714  0.24

version w ends up most stable, edging out the next structure by 6.019 eV.

Version w
ORCA calculation (wB97M-V/def2-TZVPD) on 2 unconnected molecules or ions with the total composition C4H10N3.

2S+1: 1
net charge: +1

Each line ends with the natural charge from an NBO analysis.
Geometry (Å):
C: -0.66812 -1.66112 0.47287  0.12
C: -0.86965 -0.34350 0.11378  0.46
C: -1.88363 1.81527 -0.32551  -0.43
C: 2.09401 -0.94350 0.18727  -0.44
N: -1.12211 -1.47078 -0.70780  -0.21
N: -1.30239 0.80492 0.49103  -0.51
N: 1.22784 -0.06926 -0.53081  -0.80
H: -0.25843 -2.18035 1.28689  0.27
H: -2.00869 2.63607 0.41877  0.24
H: -1.25674 2.10023 -1.08281  0.21
H: -2.72384 1.49090 -0.96112  0.24
H: 1.91939 -0.84988 1.17000  0.18
H: 2.00843 -1.97741 0.02009  0.21
H: 3.11161 -0.54772 0.11124  0.22
H: -0.97001 0.97175 1.43135  0.43
H: 0.88540 -0.52905 -1.35066  0.38
H: 1.81691 0.75344 -0.74454  0.41

Version x
ORCA calculation (wB97M-V/def2-TZVPD) on 2 unconnected molecules or ions with the total composition C4H10N3.

2S+1: 1
net charge: +1

Each line ends with the natural charge from an NBO analysis.
Geometry (Å):
C: -0.15258 2.38375 -0.14496  -0.60
C: 0.44632 -2.41728 -0.38943  -0.61
C: 0.76924 1.20591 0.14324  -0.32
C: 0.55645 -1.16611 0.46810  -0.33
N: -3.50079 -0.07201 -0.14876  0.09
N: -2.42012 0.03281 0.00626  -0.08
N: 0.26525 -0.01107 -0.18358  0.12
H: -0.89782 2.44278 0.64827  0.24
H: 0.40426 3.31653 -0.16036  0.25
H: -0.66849 2.25092 -1.09208  0.25
H: -0.29518 -2.27055 -1.17313  0.25
H: 1.41126 -2.60602 -0.85981  0.25
H: 0.18143 -3.28971 0.20392  0.25
H: 1.51962 1.25414 -0.68773  0.38
H: 1.32980 1.28209 1.09175  0.23
H: -0.35783 -1.18444 1.10926  0.38
H: 1.40917 -1.15174 1.16904  0.24

Version y
ORCA calculation (wB97M-V/def2-TZVPD) on a gas-phase ion, C4H10N3 (charge +1).

2S+1: 1
net charge: +1

Each line ends with the natural charge from an NBO analysis.
Geometry (Å):
C: -0.94856 0.92770 -0.56350  -0.39
C: -1.25851 -0.20013 0.39572  -0.27
C: 0.84559 -1.20529 0.32812  -0.11
C: 0.60305 0.98721 -0.62899  -0.02
N: 1.00082 -0.46550 -0.95969  -0.61
N: 0.98467 1.35903 0.60582  -0.24
N: -0.07033 -0.43195 1.15606  -0.37
H: -1.46103 0.59332 -1.48996  0.24
H: -1.40439 1.93144 -0.28146  0.25
H: -2.15084 0.13472 0.96695  0.27
H: -1.42814 -1.16527 -0.14097  0.22
H: 0.39889 -2.30320 0.04203  0.24
H: 1.83239 -1.38392 0.68424  0.24
H: 0.86600 1.73755 -1.32435  0.32
H: 0.38576 -0.92204 -1.69261  0.40
H: 1.91759 0.96998 0.72598  0.36
H: -0.11296 -0.56366 2.17660  0.46

Version z
ORCA calculation (wB97M-V/def2-TZVPD) on a gas-phase ion, C4H10N3 (charge +1).

2S+1: 1
net charge: +1

Each line ends with the natural charge from an NBO analysis.
Geometry (Å):
C: 2.39772 -0.49753 -0.62282  0.10
N: 1.36278 -0.10002 0.06565  -0.21
C: 1.11777 1.21746 0.23978  -0.47
C: 0.41918 -1.08734 0.55311  -0.12
N: -1.03056 -0.98888 0.16913  -0.15
N: -1.60242 0.07201 -0.00617  -0.12
C: -2.97028 0.13024 -0.35923  -0.45
H: 3.04085 0.37439 -0.82347  0.23
H: 2.71969 -1.54272 -0.58126  0.24
H: 1.71316 1.78396 -0.43130  0.23
H: 0.16354 1.50877 -0.08288  0.28
H: 1.21414 1.71666 1.21852  0.27
H: 0.46524 -1.15096 1.67169  0.25
H: 0.83065 -2.09879 0.25165  0.23
H: -3.01326 0.84552 -1.11732  0.23
H: -3.40905 0.59703 0.52209  0.25
H: -3.41917 -0.77982 -0.66715  0.22

version x ends up most stable, edging out the next structure by 0.748 eV.

Version w
ORCA calculation (wB97M-V/def2-TZVPD) on a gas-phase ion, C4H10N3 (charge +1).

2S+1: 1
net charge: +1

Each line ends with the natural charge from an NBO analysis.
Geometry (Å):
C: 2.39848 -0.06661 0.04560  -0.65
C: 0.96962 -0.01305 -0.48804  0.10
N: 0.09370 -0.78745 0.36457  -0.23
C: -1.23436 -1.17949 0.04833  -0.09
N: -1.94328 -0.03263 -0.40595  -0.63
C: -1.33900 1.11900 0.16609  -0.05
N: 0.05257 0.62568 0.41597  -0.25
H: 2.25676 -0.33883 1.19031  0.24
H: 2.99551 0.87008 -0.04703  0.26
H: 2.86671 -0.90355 -0.54292  0.27
H: 0.51148 -0.10682 -1.52294  0.25
H: -1.71695 -1.48362 0.92535  0.22
H: -1.12791 -2.01483 -0.67358  0.24
H: -2.28245 0.08049 -1.41041  0.42
H: -1.41572 1.96300 -0.44618  0.24
H: -1.70162 1.37842 1.14650  0.21
H: 0.61646 0.89021 1.23433  0.45

Version x
ORCA calculation (wB97M-V/def2-TZVPD) on a molecular structure, C4H10N3.

2S+1: 1
net charge: +1

Each line ends with the natural charge from an NBO analysis.
Geometry (Å):
C: -2.88604 0.71775 -0.34427  0.00
C: 1.43414 1.43408 -0.02146  0.07
C: -0.72344 0.54928 0.35729  -0.11
C: 1.07555 -1.24299 -0.52725  0.01
N: -1.82118 0.02308 -0.37541  -0.43
N: 1.55374 -1.94118 0.54310  -0.78
N: 0.60315 0.47976 0.00657  -0.29
H: -3.76977 0.31960 -0.96833  0.21
H: -2.97828 1.66901 0.05859  0.16
H: 2.44979 1.18677 -0.36784  0.21
H: 1.21426 2.44867 0.29320  0.22
H: -0.92384 1.64078 0.46822  0.18
H: -0.73098 -0.10463 1.33329  0.23
H: 1.85791 -1.00704 -1.34723  0.24
H: 0.01126 -1.55427 -0.75498  0.25
H: 2.56287 -2.02774 0.56497  0.40
H: 1.07084 -2.59092 1.08155  0.42

Version y
ORCA calculation (wB97M-V/def2-TZVPD) on a gas-phase ion, C4H10N3 (charge +1).

2S+1: 1
net charge: +1

Each line ends with the natural charge from an NBO analysis.
Geometry (Å):
C: -0.87821 -1.89679 -0.75471  -0.62
C: -1.83991 -0.72208 -0.60565  -0.38
C: -1.11280 0.53236 -0.84844  -0.30
N: 0.24388 0.35795 -0.52738  0.04
N: 0.62228 0.95512 0.45810  -0.14
C: 1.79256 0.87370 1.32779  0.37
N: 2.86240 1.66113 1.36314  -0.66
H: -0.28897 -1.89513 -1.64626  0.22
H: -0.15514 -1.90492 0.10735  0.20
H: -1.54763 -2.81115 -0.64400  0.24
H: -2.23357 -0.66869 0.38543  0.21
H: -2.67703 -0.60336 -1.25480  0.23
H: -1.22271 0.81542 -1.84576  0.24
H: -1.72172 1.22853 -0.29856  0.22
H: 1.70900 0.13914 2.07335  0.23
H: 3.47487 1.64930 2.16526  0.45
H: 2.97270 2.28946 0.54513  0.45

version x ends up most stable, edging out the next structure by 0.225 eV.

Version w
ORCA calculation (wB97M-V/def2-TZVPD) on C4H5NO3 in the gas phase.

2S+1: 1

Each line ends with the natural charge from an NBO analysis.
Geometry (Å):
O: 1.38571 1.52523 -0.66001  -0.63
C: 1.50372 0.67963 0.37963  0.56
N: 1.14834 -0.61296 0.28739  -0.50
C: 0.59112 -1.35164 -0.89085  -0.22
C: -0.23700 -1.16055 0.24876  -0.15
C: -1.29428 -0.08332 0.28550  0.77
O: -2.35956 -0.21103 0.91476  -0.53
O: -0.89181 1.08165 -0.37894  -0.70
H: 2.16280 0.87758 1.52445  0.19
H: 1.06545 -2.37804 -0.93389  0.22
H: 0.49197 -1.02523 -1.86537  0.23
H: -0.09221 -2.05670 0.97317  0.26
H: -0.12258 1.20165 -0.85478  0.50

Version x
ORCA calculation (wB97M-V/def2-TZVPD) on a molecular structure, C4H5NO3.

2S+1: 1

Each line ends with the natural charge from an NBO analysis.
Geometry (Å):
C: 1.19453 -0.22627 0.47297  -0.05
C: -0.17336 -0.03887 -0.28076  -0.02
C: -1.33953 0.26693 0.50554  0.41
C: 0.14056 0.72733 -1.60104  0.26
H: 0.37823 0.88309 1.77140  0.48
H: 2.04460 -0.38414 -0.30660  0.23
H: 1.01325 -1.42950 1.02527  0.18
H: -1.00797 -1.52386 -1.32683  0.47
H: -2.48491 -0.49841 0.35198  0.23
N: 0.06035 1.40688 -2.54285  -0.28
O: 1.38578 0.88145 1.39229  -0.70
O: -0.25928 -1.42415 -0.73903  -0.70
O: -0.95224 1.35952 1.27767  -0.53

Version y
ORCA calculation (wB97M-V/def2-TZVPD) on a molecular structure, C4H5NO3.

2S+1: 1

Each line ends with the natural charge from an NBO analysis.
Geometry (Å):
C: -1.18908 -0.53275 -0.03754  0.77
C: -0.49857 0.68842 -0.55771  -0.19
C: 0.55233 1.18904 0.35188  -0.16
C: 1.82441 -0.81423 -0.30995  0.53
H: -3.06069 -0.96988 0.90872  0.54
H: -1.15387 1.08770 -1.24157  0.24
H: 0.05836 1.17346 1.61491  0.19
H: 0.76671 2.33148 0.14325  0.21
H: 1.84334 -1.78989 -0.87835  0.19
N: 0.98132 0.26121 -0.50887  -0.43
O: -2.52180 -0.31911 0.14411  -0.69
O: -0.48279 -1.70437 -0.02205  -0.62
O: 2.88035 -0.60108 0.39317  -0.59

Version z
ORCA calculation (wB97M-V/def2-TZVPD) on C4H5NO3 in the gas phase.

2S+1: 1

Each line ends with the natural charge from an NBO analysis.
Geometry (Å):
N: -0.02672 1.70791 0.30821  -0.83
C: 0.08653 0.42631 -0.07346  0.55
C: -0.78157 -0.64195 -0.20115  -0.50
C: -2.20298 -0.46218 -0.08753  0.40
O: -3.01986 -1.33818 0.08885  -0.54
O: 1.46727 0.24815 -0.31569  -0.54
C: 2.15594 -0.95270 -0.03358  0.66
O: 1.73695 -1.97011 0.38539  -0.52
H: -0.84752 2.36082 0.22456  0.42
H: 0.89158 2.38817 0.48764  0.43
H: -0.22205 -1.62102 -0.35814  0.27
H: -2.48576 0.65386 0.01022  0.07
H: 3.24818 -0.79907 -0.43532  0.13

version z ends up most stable, edging out the next structure by 2.187 eV.

Version w
ORCA calculation (wB97M-V/def2-TZVPD) on C4H7NO2 in the gas phase.

expectation value of S²: 2.007
2S+1: 3

Each line ends with the natural charge from an NBO analysis.
Geometry (Å):
C: -0.24056 -0.66278 -0.37440  -0.54
C: -1.03046 0.33129 0.50180  -0.23
C: 1.19028 -0.96246 0.01088  0.00
C: -2.21861 0.67538 0.11300  -0.36
N: 2.08703 0.00129 -0.04139  0.20
O: 3.25854 -0.14773 0.22297  -0.30
O: 1.57967 1.24621 -0.26835  -0.54
H: -0.64098 -1.60993 -0.10374  0.24
H: -0.28800 -0.33199 -1.50315  0.23
H: -0.43437 0.68384 1.27658  0.20
H: 1.52765 -1.98323 -0.01831  0.21
H: -2.83357 1.18655 0.91404  0.21
H: -2.69107 0.34663 -0.82290  0.21
H: 0.73444 1.22692 0.09296  0.47

Version x
ORCA calculation (wB97M-V/def2-TZVPD) on C4H7NO2 in the gas phase.

expectation value of S²: 2.007
2S+1: 3

Each line ends with the natural charge from an NBO analysis.
Geometry (Å):
C: -0.27276 0.81505 0.76339  0.25
C: -0.16411 0.22258 -1.64145  -0.11
C: 0.08418 -0.20695 -0.28153  0.15
C: -0.35486 -1.57027 0.12451  -0.64
N: 0.80487 1.38432 1.40830  -0.81
O: -1.37974 1.25350 0.92388  -0.21
O: 1.16479 -0.01892 -1.13503  -0.45
H: -0.35554 -0.42411 -2.48408  0.18
H: -0.50346 1.26183 -1.77759  0.18
H: 0.45014 -2.30346 0.50371  0.23
H: -0.97550 -2.10372 -0.64194  0.22
H: -1.13733 -1.39326 0.91805  0.23
H: 1.59467 0.77759 1.59859  0.38
H: 1.04464 2.30582 1.72121  0.39

version x ends up most stable, edging out the next structure by 1.560 eV.

Version w
ORCA calculation (wB97M-V/def2-TZVPD) on 2 unconnected molecules or ions with the total composition C3H6NP.

2S+1: 1

Each line ends with the natural charge from an NBO analysis.
Geometry (Å):
C: -2.29507 -0.08467 0.32013  0.20
C: 1.89667 0.44723 -1.04317  -0.90
C: -1.47448 -0.70682 -0.59802  -0.58
N: -2.98459 0.50870 1.06275  -0.32
P: 1.03563 -0.50305 0.38178  0.46
H: 2.83175 -0.00294 -1.12799  0.23
H: 1.93789 1.39099 -0.65033  0.23
H: 1.20078 0.48311 -1.87059  0.24
H: -1.73600 -1.73678 -0.85941  0.25
H: -1.04446 -0.05349 -1.37383  0.24
H: 0.21321 0.46757 0.93341  -0.04

Version x
ORCA calculation (wB97M-V/def2-TZVPD) on C3H6NP in the gas phase.

2S+1: 1

Each line ends with the natural charge from an NBO analysis.
Geometry (Å):
C: 0.39648 1.18391 -0.27078  -0.55
C: -0.64130 -0.18874 0.20832  -0.59
P: 0.33216 -1.35885 1.30358  0.31
C: -1.11384 -0.77017 -1.01464  0.26
N: -1.40635 -1.30618 -1.95090  -0.32
H: 1.44198 0.80963 -0.22969  0.21
H: 0.15063 1.33692 -1.28617  0.21
H: 0.25156 2.05256 0.30357  0.21
H: -1.54061 0.21104 0.55702  0.25
H: 0.97304 -0.41300 2.25393  0.00
H: 1.15624 -1.55709 0.12576  0.00

Version y
ORCA calculation (wB97M-V/def2-TZVPD) on a molecular structure, C3H6NP.

2S+1: 1

Each line ends with the natural charge from an NBO analysis.
Geometry (Å):
C: 1.68156 -0.01554 0.00011  0.26
C: -1.19733 -0.99819 -0.16196  -0.93
C: 0.96328 1.15008 -0.29786  -0.67
N: 2.17016 -1.04933 0.27507  -0.34
P: -1.22671 0.80496 0.31047  0.53
H: -1.68066 -0.99324 -1.05085  0.21
H: -1.84547 -1.53272 0.49360  0.23
H: -0.02481 -1.28582 -0.08454  0.27
H: 1.31272 1.98108 0.19827  0.24
H: 0.85052 1.40116 -1.28361  0.24
H: -1.00326 0.53757 1.60129  -0.06

version x ends up most stable, edging out the next structure by 0.149 eV.